# C42H60F27NO18

10 unconnected molecules or ions with the total composition C42H60F27NO18 at a distorted geometry (ωB97M-V with the def2-TZVPD basis set, OMol25).

Computed properties:
LUMO energy, eV: 0.29
HOMO energy, eV: -8.2
Energy, eV: -156245.708
SMILES string: CCOC(=O)C(F)(F)F.CCOC(=O)C(F)(F)F.CCOC(=O)C(F)(F)F.CCOC(=O)C(F)(F)F.CCOC(=O)C(F)(F)F.CCOC(=O)C(F)(F)F.CCOC(=O)C(F)(F)F.CCOC(=O)C(F)(F)F.CCOC(=O)C(F)(F)F.CCN(CC)CC
ΔE to the lowest compared entry with this formula, charge and spin, kcal per mole: 0.00
Orbital gap, hartree: 0.3128

The geometry in ORCA input format:
```
! RIJCOSX wB97M-V def2-TZVPD def2/J DEFGRID3
* xyz 0 1
C 1.663 -2.668 0.779
C 2.140 -1.650 -0.264
N 1.861 -0.267 0.143
C 2.903 0.634 -0.353
C 3.142 0.666 -1.878
C 0.499 0.073 -0.214
C 0.066 1.308 0.594
H 1.951 -2.483 1.814
H 2.219 -3.590 0.577
H 0.592 -2.863 0.744
H 3.212 -1.797 -0.410
H 1.719 -1.940 -1.237
H 2.651 1.674 -0.140
H 3.810 0.308 0.159
H 3.298 -0.317 -2.327
H 2.343 1.203 -2.388
H 4.078 1.201 -2.059
H -0.208 -0.683 0.139
H 0.329 0.163 -1.296
H 0.322 1.329 1.648
H -1.030 1.358 0.563
H 0.293 2.245 0.084
C -8.094 5.098 2.367
C -7.429 4.554 1.138
O -6.030 4.918 1.063
C -5.154 4.127 1.653
O -5.437 3.163 2.298
C -3.684 4.436 1.230
F -3.614 5.458 0.388
F -2.938 4.728 2.293
F -3.212 3.320 0.680
H -7.469 5.066 3.258
H -9.041 4.590 2.548
H -8.305 6.161 2.228
H -7.898 4.951 0.240
H -7.451 3.466 1.065
C 2.362 1.040 3.656
C 3.495 0.552 4.545
O 3.002 0.385 5.878
C 2.967 1.382 6.732
O 3.185 2.527 6.485
C 2.294 0.925 8.041
F 0.960 0.971 7.782
F 2.665 -0.264 8.465
F 2.448 1.823 9.036
H 1.644 0.287 3.341
H 2.861 1.373 2.738
H 1.865 1.934 4.030
H 4.392 1.170 4.516
H 3.830 -0.418 4.178
C -4.376 0.600 -0.772
C -4.461 -0.832 -0.320
O -5.875 -1.141 -0.263
C -6.215 -2.407 -0.078
O -5.446 -3.318 -0.033
C -7.745 -2.596 0.050
F -8.387 -1.446 0.292
F -8.204 -3.072 -1.109
F -7.994 -3.424 1.052
H -3.390 1.055 -0.826
H -4.827 1.266 -0.027
H -4.986 0.654 -1.674
H -4.073 -0.966 0.689
H -4.096 -1.504 -1.099
C 2.322 4.216 -3.559
C 2.440 5.547 -2.833
O 1.292 5.668 -1.974
C 1.257 4.972 -0.869
O 2.150 4.272 -0.470
C -0.063 5.132 -0.091
F -0.980 4.395 -0.691
F 0.098 4.702 1.146
F -0.396 6.430 -0.122
H 3.150 4.109 -4.264
H 1.439 4.211 -4.197
H 2.325 3.394 -2.850
H 2.482 6.368 -3.545
H 3.393 5.606 -2.308
C 2.648 1.646 -9.620
C 1.833 0.997 -8.513
O 2.554 -0.031 -7.863
C 2.642 -0.019 -6.533
O 2.237 0.873 -5.861
C 3.238 -1.316 -5.965
F 3.072 -2.317 -6.831
F 4.571 -1.153 -5.814
F 2.758 -1.584 -4.758
H 3.198 0.885 -10.177
H 3.395 2.278 -9.133
H 2.084 2.272 -10.305
H 0.935 0.578 -8.972
H 1.476 1.794 -7.862
C -5.814 0.133 3.913
C -4.993 -0.977 4.587
O -3.667 -0.649 4.908
C -2.760 -0.337 4.007
O -2.786 -0.652 2.851
C -1.521 0.344 4.638
F -0.486 -0.505 4.610
F -1.203 1.418 3.901
F -1.705 0.708 5.906
H -5.714 1.030 4.532
H -6.872 -0.071 3.781
H -5.402 0.464 2.957
H -5.001 -1.913 4.022
H -5.522 -1.100 5.532
C 9.006 -0.392 -1.053
C 8.309 -0.222 0.294
O 7.386 -1.272 0.440
C 6.569 -1.321 1.495
O 6.461 -0.502 2.342
C 5.824 -2.689 1.481
F 5.942 -3.296 0.305
F 6.340 -3.517 2.393
F 4.548 -2.446 1.759
H 9.578 -1.320 -1.098
H 9.679 0.449 -1.222
H 8.311 -0.430 -1.893
H 7.827 0.759 0.289
H 9.099 -0.185 1.047
C -1.043 -1.989 -3.705
C -1.549 -1.131 -4.843
O -1.159 0.222 -4.501
C -2.074 0.990 -3.965
O -3.260 0.851 -3.994
C -1.468 2.272 -3.366
F -1.949 3.343 -3.987
F -1.802 2.353 -2.072
F -0.149 2.285 -3.426
H 0.032 -1.922 -3.541
H -1.173 -3.070 -3.813
H -1.635 -1.752 -2.817
H -2.630 -1.157 -4.949
H -1.063 -1.505 -5.743
C 1.003 -6.510 0.671
C 0.050 -7.712 0.806
O 0.254 -8.374 2.050
C -0.440 -8.069 3.130
O -1.115 -7.095 3.256
C -0.235 -9.119 4.241
F 0.452 -8.578 5.249
F -1.394 -9.555 4.709
F 0.458 -10.166 3.791
H 0.470 -5.670 1.109
H 1.200 -6.358 -0.389
H 1.951 -6.742 1.153
H 0.255 -8.412 -0.003
H -0.966 -7.363 0.625
*
```

Results of the Löwdin charge analysis, in e, for atoms 1 through 99:
1. C -0.088
2. C -0.261
3. N -0.172
4. C -0.227
5. C -0.073
6. C -0.233
7. C -0.056
8. H 0.066
9. H 0.059
10. H 0.064
11. H 0.096
12. H 0.107
13. H 0.095
14. H 0.105
15. H 0.056
16. H 0.051
17. H 0.076
18. H 0.110
19. H 0.106
20. H 0.061
21. H 0.062
22. H 0.043
23. C -0.060
24. C -0.189
25. O 0.034
26. C -0.393
27. O 0.152
28. C -0.554
29. F 0.180
30. F 0.176
31. F 0.164
32. H 0.084
33. H 0.085
34. H 0.080
35. H 0.127
36. H 0.123
37. C -0.055
38. C -0.176
39. O 0.033
40. C -0.415
41. O 0.175
42. C -0.530
43. F 0.142
44. F 0.193
45. F 0.149
46. H 0.059
47. H 0.078
48. H 0.085
49. H 0.128
50. H 0.119
51. C -0.049
52. C -0.170
53. O 0.019
54. C -0.405
55. O 0.167
56. C -0.556
57. F 0.158
58. F 0.173
59. F 0.181
60. H 0.058
61. H 0.069
62. H 0.087
63. H 0.115
64. H 0.125
65. C -0.058
66. C -0.177
67. O 0.048
68. C -0.406
69. O 0.150
70. C -0.573
71. F 0.168
72. F 0.193
73. F 0.174
74. H 0.087
75. H 0.078
76. H 0.051
77. H 0.123
78. H 0.125
79. C -0.060
80. C -0.223
81. O 0.039
82. C -0.380
83. O 0.169
84. C -0.539
85. F 0.174
86. F 0.153
87. F 0.176
88. H 0.080
89. H 0.080
90. H 0.080
91. H 0.128
92. H 0.120
93. C -0.055
94. C -0.199
95. O 0.043
96. C -0.380
97. O 0.162
98. C -0.532
99. F 0.164